Entry 1:
Entry from the Open Molecules 2025 dataset: a gas-phase ion, C6H10BrN2 (charge +1) in a non-equilibrium geometry (the ωB97M-V functional and the def2-TZVPD basis).

Its spin multiplicity is 1. Its total charge is +1. The calculation puts the orbital gap at 8.02 eV. The relative energy (zero: lowest compared OMol25 entry of this formula, charge and spin) comes out at 3.241 eV. The calculation puts the lowest unoccupied orbital energy at -4.92 eV.

Atoms and positions in Å:
1 C 2.46 -0.03 -1.00
2 C -0.41 1.78 -0.39
3 C 1.65 0.11 0.07
4 C -0.73 0.40 0.12
5 C -3.09 0.78 0.16
6 C 0.44 -1.78 0.63
7 N 0.35 -0.37 0.24
8 N -1.99 0.00 0.42
9 Br -4.76 -0.03 0.32
10 H 3.49 0.34 -1.06
11 H 2.10 -0.70 -1.81
12 H 0.05 2.39 0.39
13 H -1.33 2.24 -0.89
14 H 1.89 0.80 0.94
15 H 0.40 1.51 -1.15
16 H -0.31 -2.35 0.14
17 H 1.49 -2.16 0.46
18 H 0.32 -1.92 1.73
19 H -2.01 -1.00 0.65

=====

Entry 2:
Entry from the Open Molecules 2025 dataset: 2 unconnected molecules or ions with the total composition C3H5O3 (the ωB97M-V functional and the def2-TZVPD basis).

Its spin multiplicity is 1. Its total charge is -1. The calculation puts the orbital gap at 7.61 eV. The relative energy (zero: lowest compared OMol25 entry of this formula, charge and spin) comes out at 0.520 eV. The calculation puts the lowest unoccupied orbital energy at 3.73 eV.

Atoms and positions in Å:
1 O -1.63 -1.29 1.78
2 C -0.45 -1.11 1.71
3 C 0.23 0.22 1.54
4 H 0.26 -1.96 1.86
5 H 0.14 0.60 0.52
6 H 1.28 0.13 1.81
7 H -0.29 0.93 2.19
8 O -0.22 -0.41 -2.21
9 C 0.10 0.62 -2.85
10 O -0.48 1.72 -2.92
11 H 1.06 0.55 -3.43

=====

Entry 3:
Entry from the Open Molecules 2025 dataset: a single C4H9NO molecule (the ωB97M-V functional and the def2-TZVPD basis).

Its spin multiplicity is 1. Its total charge is 0. As for the SMILES: CCCC(N)=O. The calculation puts the orbital gap at 10.68 eV. The relative energy (zero: lowest compared OMol25 entry of this formula, charge and spin) comes out at 0.075 eV. The calculation puts the lowest unoccupied orbital energy at 0.91 eV.

Atoms and positions in Å:
1 C 2.24 -0.03 -0.40
2 C 0.77 0.29 -0.70
3 C -0.16 -0.13 0.44
4 C -1.58 0.39 0.25
5 O -1.78 1.56 -0.02
6 N -2.59 -0.49 0.49
7 H 2.89 0.30 -1.22
8 H 2.40 -1.10 -0.26
9 H 2.58 0.48 0.51
10 H 0.64 1.36 -0.85
11 H 0.47 -0.21 -1.63
12 H -0.11 -1.21 0.62
13 H 0.16 0.37 1.36
14 H -3.53 -0.11 0.53
15 H -2.44 -1.45 0.78

=====

Entry 4:
Entry from the Open Molecules 2025 dataset: a single C6H6OS molecule in a non-equilibrium geometry (the ωB97M-V functional and the def2-TZVPD basis).

Its spin multiplicity is 3. Its total charge is 0. The calculation puts the orbital gap (alpha / beta) at 8.55 / 5.66 eV. The relative energy (zero: lowest compared OMol25 entry of this formula, charge and spin) comes out at 0.198 eV. The calculation puts the lowest unoccupied orbital energy (alpha / beta) at 0.78 / -2.95 eV.

Atoms and positions in Å:
1 C -0.25 1.69 0.90
2 C -0.83 0.78 1.75
3 C 0.24 0.99 -0.30
4 C 0.12 -0.33 -0.13
5 C -0.61 -0.53 1.26
6 C 0.72 -1.28 -1.05
7 O 0.53 -0.87 -2.43
8 S -1.35 -1.88 1.79
9 H -0.13 2.73 0.92
10 H -1.36 0.93 2.61
11 H 0.88 1.53 -1.10
12 H 0.22 -2.23 -0.71
13 H 1.88 -1.42 -1.02
14 H -0.06 -0.10 -2.49

=====

Entry 5:
Entry from the Open Molecules 2025 dataset: a single C4H6N2O molecule (the ωB97M-V functional and the def2-TZVPD basis).

Its spin multiplicity is 1. Its total charge is 0. As for the SMILES: Nc1ccc(O)[nH]1. The calculation puts the orbital gap at 7.96 eV. The relative energy (zero: lowest compared OMol25 entry of this formula, charge and spin) comes out at 0.901 eV. The calculation puts the lowest unoccupied orbital energy at 0.89 eV.

Atoms and positions in Å:
1 N -2.27 -0.46 0.02
2 C -0.92 -0.03 -0.02
3 C -0.34 1.15 -0.35
4 C 1.09 0.96 -0.30
5 C 1.29 -0.33 0.07
6 O 2.40 -1.09 0.30
7 N 0.08 -0.94 0.24
8 H -2.89 0.32 -0.16
9 H -2.52 -0.87 0.91
10 H -0.86 2.07 -0.62
11 H 1.84 1.71 -0.50
12 H 3.17 -0.57 0.02
13 H -0.05 -1.93 0.40

=====

Entry 6:
Entry from the Open Molecules 2025 dataset: a molecular structure, C42H59BrNP2PbSi (the ωB97M-V functional and the def2-TZVPD basis).

Its spin multiplicity is 1. Its total charge is +3. The calculation puts the orbital gap at 6.85 eV. The calculation puts the lowest unoccupied orbital energy at -9.85 eV.

Atoms and positions in Å:
1 Pb 1.05 0.29 1.01
2 C 2.37 -0.21 -3.65
3 Si 0.83 -0.56 -2.75
4 C -0.40 0.74 -3.09
5 C -0.96 0.52 -4.35
6 C -1.69 1.51 -4.98
7 C -1.82 2.75 -4.36
8 C -1.26 2.96 -3.11
9 C -0.58 1.95 -2.43
10 P 0.01 2.28 -0.72
11 C 0.99 3.84 -0.90
12 C 2.10 3.63 -1.96
13 C 3.25 2.76 -1.44
14 C 3.85 3.35 -0.16
15 C 2.79 3.57 0.92
16 C 1.62 4.40 0.39
17 C -1.60 2.49 0.23
18 C -2.35 3.82 0.06
19 C -1.86 4.93 0.99
20 C -1.90 4.49 2.45
21 C -1.10 3.20 2.67
22 C -1.59 2.10 1.72
23 C 0.70 -2.29 -2.19
24 C 1.32 -3.16 -3.10
25 C 1.41 -4.52 -2.85
26 C 0.92 -5.02 -1.66
27 C 0.29 -4.17 -0.74
28 C 0.16 -2.82 -1.00
29 P -0.76 -1.76 0.16
30 C -2.51 -1.78 -0.45
31 C -2.98 -3.18 -0.88
32 C -4.52 -3.19 -0.89
33 C -5.11 -1.83 -1.33
34 C -4.15 -1.13 -2.29
35 C -2.79 -0.83 -1.62
36 C -0.82 -2.48 1.86
37 C -1.77 -3.64 2.19
38 C -1.45 -4.21 3.60
39 C -0.86 -3.14 4.51
40 C 0.51 -2.68 3.98
41 C 0.57 -2.78 2.44
42 H 2.82 -1.11 -4.08
43 H 3.12 0.22 -2.98
44 H 2.19 0.52 -4.44
45 H -0.82 -0.43 -4.87
46 H -2.12 1.33 -5.96
47 H -2.35 3.55 -4.86
48 H -1.36 3.95 -2.67
49 H 0.26 4.56 -1.27
50 H 2.49 4.62 -2.20
51 H 1.68 3.23 -2.88
52 H 4.01 2.67 -2.21
53 H 2.88 1.75 -1.23
54 H 4.31 4.31 -0.40
55 H 4.65 2.71 0.21
56 H 3.23 4.06 1.79
57 H 2.43 2.60 1.28
58 H 2.00 5.40 0.13
59 H 0.88 4.56 1.16
60 H -2.18 1.71 -0.28
61 H -3.40 3.61 0.30
62 H -2.35 4.16 -0.97
63 H -2.48 5.81 0.85
64 H -0.84 5.23 0.72
65 H -2.95 4.30 2.73
66 H -1.54 5.28 3.10
67 H -1.21 2.86 3.70
68 H -0.03 3.39 2.51
69 H -2.63 1.85 1.98
70 H -1.03 1.18 1.93
71 H 1.74 -2.79 -4.03
72 H 1.88 -5.18 -3.57
73 H 1.01 -6.08 -1.43
74 H -0.10 -4.59 0.18
75 H -3.09 -1.47 0.43
76 H -2.61 -3.98 -0.24
77 H -2.59 -3.37 -1.89
78 H -4.89 -3.46 0.10
79 H -4.86 -3.98 -1.57
80 H -5.28 -1.19 -0.45
81 H -6.08 -1.97 -1.80
82 H -4.59 -0.21 -2.67
83 H -4.00 -1.78 -3.16
84 H -2.76 0.21 -1.30
85 H -2.01 -0.95 -2.37
86 H -1.22 -1.59 2.39
87 H -1.69 -4.46 1.47
88 H -2.81 -3.29 2.16
89 H -0.74 -5.04 3.51
90 H -2.36 -4.63 4.02
91 H -0.74 -3.54 5.52
92 H -1.55 -2.30 4.60
93 H 1.31 -3.29 4.40
94 H 0.71 -1.65 4.28
95 H 0.87 -3.79 2.13
96 H 1.36 -2.12 2.06
97 Br 3.43 -1.09 -0.15
98 C 4.32 -1.03 1.59
99 C 5.48 -1.73 1.75
100 C 6.09 -1.62 2.99
101 C 5.50 -0.84 3.97
102 C 4.31 -0.19 3.68
103 N 3.72 -0.29 2.48
104 H 5.91 -2.33 0.95
105 H 7.01 -2.15 3.19
106 H 5.96 -0.73 4.95
107 H 3.80 0.42 4.42

=====

Entry 7:
Entry from the Open Molecules 2025 dataset: 2 unconnected molecules or ions with the total composition C3H8N2O2 in a non-equilibrium geometry (the ωB97M-V functional and the def2-TZVPD basis).

Its spin multiplicity is 1. Its total charge is 0. As for the SMILES: N[C@@H](O)N=C=O.C. The calculation puts the orbital gap at 10.76 eV. The relative energy (zero: lowest compared OMol25 entry of this formula, charge and spin) comes out at 1.374 eV. The calculation puts the lowest unoccupied orbital energy at 0.61 eV.

Atoms and positions in Å:
1 C 1.70 0.08 0.31
2 C -2.72 -0.76 0.57
3 N 0.27 -0.03 0.25
4 C -0.49 0.61 -0.44
5 N 2.24 -0.49 -0.89
6 O 2.07 1.41 0.56
7 O -1.18 1.27 -1.09
8 H 1.76 1.98 -0.15
9 H -1.74 -1.08 0.96
10 H 2.05 -0.49 1.18
11 H 3.25 -0.53 -0.85
12 H 1.96 0.03 -1.71
13 H -3.50 -1.37 1.01
14 H -2.76 -0.91 -0.51
15 H -2.91 0.27 0.81

=====

Entry 8:
Entry from the Open Molecules 2025 dataset: 2 unconnected molecules or ions with the total composition C6H12O (the ωB97M-V functional and the def2-TZVPD basis).

Its spin multiplicity is 1. Its total charge is 0. The calculation puts the orbital gap at 8.58 eV. The relative energy (zero: lowest compared OMol25 entry of this formula, charge and spin) comes out at 4.988 eV. The calculation puts the lowest unoccupied orbital energy at -0.10 eV.

Atoms and positions in Å:
1 C -2.63 -0.20 0.67
2 C -1.11 0.04 0.57
3 O -0.87 1.35 1.08
4 C -0.33 -1.11 1.06
5 C 1.80 -1.32 -0.49
6 C 1.97 0.01 -0.45
7 C 1.39 0.98 -1.44
8 H -2.91 -1.16 0.23
9 H -3.14 0.61 0.13
10 H -2.96 -0.17 1.71
11 H -0.88 0.01 -0.51
12 H 0.05 1.38 1.37
13 H 0.37 -0.75 1.85
14 H 1.24 -1.80 -1.29
15 H 2.27 -1.98 0.23
16 H 2.58 0.43 0.35
17 H 0.88 0.45 -2.25
18 H 2.17 1.61 -1.87
19 H 0.66 1.64 -0.95

=====

Entry 9:
Entry from the Open Molecules 2025 dataset: a molecular structure, C4H8O2 in a non-equilibrium geometry (the ωB97M-V functional and the def2-TZVPD basis).

Its spin multiplicity is 1. Its total charge is 0. The calculation puts the orbital gap at 7.84 eV. The relative energy (zero: lowest compared OMol25 entry of this formula, charge and spin) comes out at 3.579 eV. The calculation puts the lowest unoccupied orbital energy at 0.86 eV.

Atoms and positions in Å:
1 C -1.17 -0.10 -0.52
2 C -0.03 -0.77 -1.23
3 C 0.03 0.33 0.32
4 C 0.31 -0.17 1.65
5 O 0.56 -0.16 -2.31
6 O 0.51 1.53 -0.09
7 H -1.81 0.58 -1.13
8 H -1.68 -0.94 -0.02
9 H 0.42 -1.71 -0.96
10 H 1.36 -0.55 1.83
11 H -0.20 -1.02 2.05
12 H 0.23 0.57 2.46
13 H 0.05 0.74 -2.24
14 H 1.42 1.68 0.18

=====

Entry 10:
Entry from the Open Molecules 2025 dataset: a single C8H15NO2 molecule in a non-equilibrium geometry (the ωB97M-V functional and the def2-TZVPD basis).

Its spin multiplicity is 1. Its total charge is 0. The calculation puts the orbital gap (alpha / beta) at 7.91 / 7.49 eV. The relative energy (zero: lowest compared OMol25 entry of this formula, charge and spin) comes out at 4.854 eV. The calculation puts the lowest unoccupied orbital energy (alpha / beta) at 0.75 / 0.75 eV.

Atoms and positions in Å:
1 C -0.65 -1.39 -1.68
2 C -0.70 -1.85 -0.22
3 C -0.63 -0.45 0.48
4 C 0.47 0.39 -0.08
5 C -1.98 0.28 0.51
6 C -0.27 -0.74 1.89
7 C 0.41 1.50 -1.10
8 C 2.68 0.78 0.19
9 N 0.54 -1.41 -2.33
10 O -1.59 -0.84 -2.25
11 O 1.61 0.05 0.46
12 H -1.49 -2.39 0.28
13 H 0.16 -2.40 0.03
14 H -2.75 -0.29 1.04
15 H -2.39 0.24 -0.54
16 H -1.96 1.30 0.83
17 H -1.02 -1.37 2.41
18 H -0.12 0.17 2.56
19 H 0.71 -1.29 1.88
20 H 0.92 1.12 -1.98
21 H 0.81 2.48 -0.62
22 H -0.59 1.48 -1.61
23 H 3.51 0.37 0.68
24 H 2.66 1.72 -0.39
25 H 1.30 -1.95 -2.05
26 H 0.51 -1.07 -3.23

=====

Entry 11:
Entry from the Open Molecules 2025 dataset: 2 unconnected molecules or ions with the total composition C4H13NO2 in a non-equilibrium geometry (the ωB97M-V functional and the def2-TZVPD basis).

Its spin multiplicity is 2. Its total charge is +1. The calculation puts the orbital gap (alpha / beta) at 11.06 / 5.33 eV. The relative energy (zero: lowest compared OMol25 entry of this formula, charge and spin) comes out at 2.612 eV. The calculation puts the lowest unoccupied orbital energy (alpha / beta) at -3.22 / -8.94 eV.

Atoms and positions in Å:
1 C -0.44 -0.01 -1.40
2 O 0.43 0.76 -2.32
3 C -0.30 0.59 0.03
4 C -1.12 -0.23 0.98
5 C -0.95 0.04 2.48
6 N -0.62 2.04 0.08
7 H -1.55 0.11 -1.67
8 H -0.06 -1.04 -1.46
9 H -0.18 1.21 -2.85
10 H 0.83 0.52 0.19
11 H -2.09 -0.09 0.67
12 H -0.96 -1.33 0.79
13 H -1.16 -0.91 3.08
14 H -1.36 1.03 2.97
15 H 0.13 0.03 2.61
16 H -1.54 2.27 -0.22
17 H 0.01 2.57 -0.38
18 H 3.49 -3.10 -1.66
19 H 4.11 -2.11 -0.76
20 O 3.33 -2.35 -1.17

=====

Entry 12:
Entry from the Open Molecules 2025 dataset: a molecular structure, C20H59F2N6O11PbS2 in a non-equilibrium geometry (the ωB97M-V functional and the def2-TZVPD basis).

Its spin multiplicity is 1. Its total charge is +1. The calculation puts the orbital gap at 0.99 eV. The calculation puts the lowest unoccupied orbital energy at -9.07 eV.

Atoms and positions in Å:
1 Pb 0.55 5.15 -4.69
2 N -0.10 2.38 -1.18
3 S -0.34 0.90 -1.28
4 O -1.77 0.60 -1.19
5 O 0.60 -0.14 -0.82
6 F -0.16 0.82 -2.89
7 S -0.23 2.23 0.53
8 O 1.03 2.04 1.27
9 O -1.49 1.72 1.15
10 F -0.36 3.75 0.94
11 O -4.02 7.51 5.03
12 H -3.95 6.73 5.58
13 H -3.12 7.68 4.75
14 O 1.25 -5.27 0.31
15 H 1.54 -4.98 1.17
16 H 1.26 -4.48 -0.23
17 C 2.53 -5.48 6.13
18 C 2.18 -3.99 6.09
19 C 2.46 -3.14 7.35
20 O 2.45 -1.71 6.96
21 C 2.47 -0.84 8.07
22 N 2.92 -3.44 4.90
23 H 3.41 -5.83 6.67
24 H 2.53 -5.93 5.13
25 H 1.78 -6.00 6.71
26 H 1.12 -3.92 5.85
27 H 3.41 -3.41 7.80
28 H 1.59 -3.31 7.99
29 H 2.05 0.10 7.70
30 H 3.49 -0.62 8.40
31 H 1.81 -1.08 8.90
32 H 2.78 -2.44 4.96
33 H 3.92 -3.57 4.87
34 C 6.70 4.69 -3.22
35 C 5.28 5.08 -3.02
36 C 5.05 6.45 -2.46
37 O 3.63 6.72 -2.39
38 C 3.24 7.94 -1.78
39 N 4.68 4.80 -4.29
40 H 6.78 3.62 -3.46
41 H 7.29 5.02 -2.37
42 H 7.16 5.12 -4.11
43 H 4.85 4.47 -2.23
44 H 5.44 7.23 -3.11
45 H 5.64 6.47 -1.55
46 H 2.17 8.02 -1.61
47 H 3.44 8.88 -2.28
48 H 3.59 7.85 -0.75
49 H 4.98 3.86 -4.51
50 H 5.15 5.31 -5.03
51 C 4.29 -2.58 -7.15
52 C 5.55 -2.10 -7.95
53 C 5.63 -2.90 -9.31
54 O 5.70 -4.24 -9.24
55 C 4.46 -5.02 -9.34
56 N 5.41 -0.67 -8.22
57 H 3.43 -2.13 -7.65
58 H 4.32 -2.28 -6.11
59 H 4.11 -3.64 -6.94
60 H 6.45 -2.28 -7.36
61 H 6.57 -2.57 -9.75
62 H 4.82 -2.52 -9.93
63 H 4.03 -5.16 -10.33
64 H 3.65 -4.69 -8.68
65 H 4.65 -5.98 -8.86
66 H 6.27 -0.44 -8.70
67 H 4.72 -0.50 -8.93
68 C -3.76 -6.28 7.59
69 C -4.53 -5.98 6.35
70 C -4.50 -4.52 5.91
71 O -4.82 -4.37 4.52
72 C -4.97 -3.02 4.07
73 N -3.86 -6.72 5.29
74 H -3.69 -7.32 7.88
75 H -4.37 -5.81 8.36
76 H -2.80 -5.81 7.81
77 H -5.58 -6.29 6.36
78 H -3.54 -4.00 5.98
79 H -5.12 -3.86 6.53
80 H -5.95 -2.75 4.44
81 H -4.76 -2.72 3.04
82 H -4.31 -2.38 4.66
83 H -4.28 -6.47 4.40
84 H -3.01 -6.17 5.21
85 C -6.93 4.78 -0.93
86 C -8.04 3.77 -0.68
87 C -8.37 2.82 -1.87
88 O -8.54 3.40 -3.16
89 C -7.40 3.36 -3.90
90 N -7.69 2.98 0.52
91 H -5.89 4.45 -0.90
92 H -7.25 5.59 -0.27
93 H -7.16 5.42 -1.79
94 H -9.02 4.22 -0.52
95 H -9.35 2.39 -1.69
96 H -7.78 1.91 -1.90
97 H -7.08 2.34 -4.11
98 H -6.53 3.93 -3.58
99 H -7.60 3.74 -4.89
100 H -6.85 3.44 0.84
101 H -7.35 2.09 0.17